Below is a structure of composition C10H13N2 in a non-equilibrium geometry, with properties calculated with wB97M-V/def2-TZVPD.

Atoms and positions in Å:
N 0.596 -0.581 -0.237
N 2.183 -1.640 -1.011
C 1.310 -1.784 -0.094
C -2.741 0.842 -0.858
C -0.775 -0.427 -0.310
C -3.604 -0.155 -0.431
C 1.640 -0.243 -1.275
C -3.024 -1.302 0.104
C -1.350 0.717 -0.891
C -1.675 -1.435 0.145
C 2.481 0.874 -0.690
C 1.199 0.190 2.021
H -3.269 1.761 -1.248
H 3.413 0.486 -0.193
H 2.007 1.470 0.097
H 1.337 -2.656 0.499
H 2.724 1.603 -1.563
H 2.169 -0.233 1.753
H -4.694 -0.281 -0.561
H 1.175 -0.248 -2.348
H 1.266 1.162 2.466
H 0.200 -0.116 2.272
H -0.825 1.404 -1.355
H -3.733 -2.054 0.421
H -1.404 -2.454 0.482

## Properties
multiplicity	1
orbital gap (alpha / beta)	0.3081 / 0.2150	Eh
LUMO (alpha / beta)	-4.71 / -6.89	eV
electronic energy	-13548.3337	eV
net charge	+1